The following is a DFT calculation (ωB97M-V/def2-TZVPD) of C35H52N5O4P2PdS10Te as an isolated structure in a non-equilibrium geometry.

Values from the calculation:
* total charge: 0
* HOMO (alpha / beta): -6.46 / -6.95 eV
* frontier orbital gap (alpha / beta): 6.3 / 4.8 eV
* E: -7000.0757 Eh
* multiplicity: 6
* relative energy (zero: lowest compared OMol25 entry of this formula, charge and spin): 309.5 kJ/mol

Cartesian coordinates (Å):
Pd (-1.109, -0.086, 0.798)
S (-8.752, -2.254, 0.579)
C (-7.322, -1.879, -0.154)
S (-7.084, -0.677, -1.300)
C (-3.922, -1.560, -0.130)
C (-4.067, -1.290, 1.242)
S (-3.021, -0.493, 2.303)
S (-5.426, -2.214, 1.916)
S (-2.675, -1.371, -2.833)
C (-2.655, 4.943, -2.504)
N (-2.241, 4.309, -1.273)
C (-1.433, 5.152, -0.419)
P (-2.115, 2.655, -1.117)
O (-1.668, 2.320, 0.240)
O (-1.081, 2.178, -2.295)
P (0.240, 1.220, -2.300)
O (0.249, 0.233, -1.207)
N (0.263, 0.564, -3.808)
C (-0.395, 1.153, -4.953)
C (0.645, -0.826, -3.955)
N (1.534, 2.256, -2.151)
C (1.597, 3.022, -0.922)
C (2.135, 2.908, -3.289)
N (-3.507, 1.893, -1.590)
C (-4.588, 1.933, -0.626)
C (-3.954, 1.775, -2.961)
H (-3.167, 5.878, -2.268)
H (-3.342, 4.298, -3.041)
H (-1.804, 5.173, -3.153)
H (-2.035, 5.988, -0.057)
H (-0.562, 5.549, -0.950)
H (-1.100, 4.558, 0.428)
H (-0.713, 2.164, -4.711)
H (-1.267, 0.561, -5.245)
H (0.296, 1.192, -5.800)
H (1.043, -1.182, -3.006)
H (1.419, -0.919, -4.721)
H (-0.213, -1.441, -4.238)
H (0.927, 2.578, -0.187)
H (1.302, 4.066, -1.077)
H (2.615, 3.002, -0.527)
H (2.081, 2.232, -4.137)
H (3.181, 3.114, -3.056)
H (1.643, 3.854, -3.541)
H (-4.159, 1.884, 0.374)
H (-5.236, 1.071, -0.800)
H (-5.182, 2.845, -0.719)
H (-3.111, 1.905, -3.635)
H (-4.730, 2.510, -3.192)
H (-4.371, 0.776, -3.112)
C (0.248, 2.624, 3.264)
C (0.903, 1.590, 2.370)
O (2.077, 1.784, 1.919)
N (0.281, 0.489, 2.162)
Te (1.924, -0.531, 0.847)
C (3.653, -1.647, -0.111)
C (4.672, -0.970, -0.770)
C (4.719, 0.526, -0.855)
C (5.697, -1.698, -1.367)
C (5.715, -3.081, -1.335)
C (6.816, -3.862, -1.987)
C (4.672, -3.738, -0.696)
C (3.637, -3.042, -0.088)
C (2.523, -3.792, 0.573)
C (2.452, -1.239, 2.781)
C (1.501, -1.922, 3.542)
C (0.165, -2.346, 3.005)
C (1.796, -2.237, 4.865)
C (3.007, -1.893, 5.439)
C (3.333, -2.219, 6.865)
C (3.938, -1.216, 4.662)
C (3.676, -0.874, 3.347)
C (4.686, -0.110, 2.557)
H (0.978, 3.368, 3.568)
H (-0.172, 2.119, 4.131)
H (-0.562, 3.093, 2.709)
H (3.883, 0.960, -0.304)
H (4.663, 0.841, -1.896)
H (5.656, 0.897, -0.441)
H (6.497, -1.165, -1.865)
H (7.566, -3.199, -2.410)
H (6.412, -4.485, -2.784)
H (7.296, -4.518, -1.261)
H (4.668, -4.819, -0.678)
H (2.539, -4.841, 0.287)
H (1.563, -3.358, 0.281)
H (2.612, -3.726, 1.657)
H (0.061, -2.122, 1.930)
H (-0.629, -1.820, 3.543)
H (0.024, -3.417, 3.158)
H (1.053, -2.757, 5.452)
H (2.552, -2.816, 7.327)
H (3.453, -1.300, 7.437)
H (4.273, -2.768, 6.920)
H (4.884, -0.936, 5.102)
H (5.437, 0.330, 3.207)
H (4.183, 0.685, 2.007)
H (5.181, -0.771, 1.846)
C (-6.577, 0.671, 2.026)
S (-6.754, -0.910, 2.893)
C (-6.064, -2.642, 0.188)
C (-4.922, -2.312, -0.709)
S (-2.478, -0.965, -0.929)
S (-4.855, -3.260, -2.159)
C (-5.734, -4.641, -1.518)
S (-5.900, -6.009, -2.378)
S (-6.356, -4.453, 0.112)
H (-7.241, 1.353, 2.547)
H (-6.896, 0.566, 0.993)
H (-5.550, 1.014, 2.104)